1.
{"formula": "C4H8N4O2", "method": "ωB97M-V/def2-TZVPD", "elements": ["H", "C", "O", "H", "C", "N", "H", "O", "H", "H", "N", "N", "H", "C", "H", "N", "H", "C"], "positions_angstrom": [[-3.155, 1.068, 2.110], [1.404, 0.685, -1.781], [1.241, -1.744, 3.414], [-3.387, -0.237, 0.866], [-2.886, 0.724, 1.049], [0.059, -0.667, -0.181], [2.215, 0.399, -2.561], [2.124, 1.243, -0.730], [-3.280, 1.249, 0.257], [1.370, -1.470, -1.253], [-1.516, 0.470, 0.990], [1.682, -0.709, 1.336], [2.149, 0.648, 0.047], [0.724, -0.606, -1.453], [0.152, -1.128, -2.317], [-0.962, -0.045, 0.022], [0.661, 1.357, -2.187], [1.406, -1.234, 2.374]], "mulliken_charge": [0.273, -0.300, -0.498, 0.306, -0.683, -0.020, 0.227, -0.526, 0.330, 0.370, -0.526, -0.617, 0.516, -0.549, 0.352, 0.496, 0.305, 0.543], "lumo_energy_ev": [-1.8, -2.1], "homo_lumo_gap_ev": [7.72, 6.79], "total_charge": 0}



2.
{"formula": "C4H8N4OS", "method": "ωB97M-V/def2-TZVPD", "elements": ["N", "H", "N", "N", "H", "H", "O", "H", "H", "C", "C", "N", "C", "H", "H", "S", "H", "C"], "positions_angstrom": [[-1.026, -0.103, 0.449], [-0.582, -1.703, 1.711], [-0.323, -0.721, -2.065], [-0.574, 1.308, -2.835], [1.669, -0.939, 2.138], [-0.703, -1.653, -2.084], [-1.482, 2.369, -0.669], [1.515, -1.246, -0.258], [1.186, 0.761, 2.009], [1.288, -0.236, 0.089], [-0.455, -0.615, 1.688], [-0.652, 0.104, -2.967], [1.032, -0.240, 1.602], [-0.952, -0.189, 2.560], [2.094, 0.428, -0.219], [-0.200, 1.893, -1.191], [-1.788, 0.567, 0.490], [-0.047, 0.214, -0.446]], "mulliken_spin": [0.109, 0.004, 0.129, 0.410, 0.001, 0.009, 0.128, 0.004, 0.003, 0.009, -0.006, 0.848, 0.011, 0.003, 0.003, 0.264, -0.004, 0.074], "lumo_energy_ev": [0.7, -2.3], "spin_multiplicity": 3, "homo_lumo_gap_ev": [5.93, 6.77], "total_charge": 0}



3.
{"formula": "C4H8NO", "method": "ωB97M-V/def2-TZVPD", "elements": ["H", "N", "H", "C", "O", "C", "H", "H", "C", "H", "H", "H", "H", "C"], "positions_angstrom": [[-0.829, -2.176, -1.014], [1.948, -0.254, 0.257], [1.761, -1.218, -0.237], [-0.834, -1.450, -0.105], [2.495, 0.540, -0.514], [-0.102, -0.084, -0.014], [-2.000, -1.406, -0.022], [-0.500, -2.050, 0.784], [-0.381, 1.048, 0.886], [-1.058, 1.594, -1.223], [-1.335, 1.246, 1.234], [0.664, 1.662, -1.077], [0.408, 1.278, 1.634], [-0.236, 1.271, -0.590]], "mulliken_charge": [0.268, -0.202, 0.125, -1.233, -0.561, 0.508, 0.312, 0.259, -0.794, 0.240, 0.336, 0.162, 0.255, -0.675], "lumo_energy_ev": 4.3, "homo_lumo_gap_ev": 5.97, "total_charge": -1}



4.
{"formula": "C4H8NO", "method": "ωB97M-V/def2-TZVPD", "elements": ["H", "C", "C", "C", "H", "O", "H", "H", "H", "N", "H", "C", "H", "H"], "positions_angstrom": [[2.535, -2.101, -1.883], [-1.423, 1.394, 0.890], [1.660, -1.354, -1.563], [-0.512, 0.702, 0.474], [-3.382, 1.770, 0.766], [1.485, -2.255, 0.432], [0.450, 0.109, 0.123], [0.727, -1.850, -1.928], [1.944, -0.597, -2.219], [1.781, -0.931, -0.258], [-2.359, 3.411, 0.916], [-2.558, 2.255, 1.225], [-2.572, 2.211, 2.315], [2.224, -2.764, 0.712]], "mulliken_charge": [0.221, 0.700, -0.738, -0.343, 0.252, -0.479, 0.113, 0.230, 0.383, -0.839, 0.204, -1.227, 0.280, 0.244], "lumo_energy_ev": 3.8, "homo_lumo_gap_ev": 5.69, "total_charge": -1}



5.
{"formula": "C4H8NO", "method": "ωB97M-V/def2-TZVPD", "elements": ["O", "H", "H", "H", "H", "C", "C", "C", "H", "N", "H", "H", "C", "H"], "positions_angstrom": [[2.234, 0.098, 0.465], [-0.846, -0.270, -0.779], [0.980, -1.532, 0.536], [-3.148, -2.542, 0.953], [1.464, 1.251, -1.322], [0.943, -0.432, 0.419], [-3.101, -1.540, 0.609], [-3.066, -0.434, 0.170], [0.404, -0.117, 1.332], [0.614, 0.901, -1.501], [0.135, 1.206, -2.381], [-3.196, 0.481, -0.344], [0.146, -0.008, -0.750], [2.515, 0.336, 1.388]], "mulliken_charge": [-0.542, 0.225, 0.321, 0.416, 0.203, -0.278, -0.221, -0.544, 0.347, -0.158, 0.305, 0.431, 0.142, 0.354], "lumo_energy_ev": -5.0, "homo_lumo_gap_ev": 9.39, "total_charge": 1}



6.
{"formula": "C4H8NO", "method": "ωB97M-V/def2-TZVPD", "elements": ["C", "O", "C", "C", "H", "H", "H", "C", "H", "H", "H", "H", "N", "H"], "positions_angstrom": [[-0.053, -0.736, -0.870], [2.017, -1.464, -0.037], [2.115, -0.576, 0.871], [-1.349, 1.193, -0.111], [-0.268, -0.002, 1.064], [-0.638, -0.967, -1.683], [-1.996, 1.164, -1.058], [0.963, -1.683, -0.803], [-1.953, 1.143, 0.734], [1.219, -2.288, -1.596], [3.197, -0.425, 1.278], [1.505, 0.317, 1.107], [-0.425, 0.148, 0.062], [-0.830, 2.178, -0.067]], "mulliken_charge": [0.121, -0.163, -0.109, -0.931, 0.441, 0.377, 0.306, -0.416, 0.351, 0.398, 0.270, 0.334, -0.288, 0.309], "lumo_energy_ev": [-5.9, -5.9], "homo_lumo_gap_ev": [7.60, 7.60], "total_charge": 1}



7.
{"formula": "C4H8NO", "method": "ωB97M-V/def2-TZVPD", "elements": ["N", "C", "C", "H", "H", "O", "H", "H", "C", "H", "H", "C", "H", "H"], "positions_angstrom": [[0.597, 1.495, 1.155], [1.741, -0.910, -0.843], [-1.467, -1.651, 0.883], [-0.905, -2.249, 0.208], [-0.298, 1.965, 0.827], [1.303, -0.733, 0.484], [2.151, -1.737, -1.399], [0.445, 0.765, 1.939], [0.933, 0.559, 0.077], [1.444, 2.217, 1.286], [-1.837, -0.781, 0.344], [1.473, 0.482, -1.204], [1.474, 0.968, -2.139], [-1.995, -1.960, 1.757]], "mulliken_charge": [-0.214, -0.121, -0.927, 0.290, 0.434, -0.324, 0.460, 0.438, 0.042, 0.414, 0.323, -0.547, 0.395, 0.338], "lumo_energy_ev": [-5.2, -4.4], "homo_lumo_gap_ev": [7.25, 8.83], "total_charge": 1}



8.
{"formula": "C4H8NO", "method": "ωB97M-V/def2-TZVPD", "elements": ["C", "H", "C", "H", "H", "N", "H", "H", "H", "H", "H", "O", "C", "C"], "positions_angstrom": [[0.646, -1.963, 0.825], [0.240, 1.986, -1.164], [0.145, -0.168, -0.812], [-2.094, 1.486, 0.821], [-0.516, 2.146, 0.911], [-1.034, 1.266, 1.000], [0.237, -2.841, 1.144], [1.475, -1.418, 1.284], [1.902, 1.071, -1.545], [-0.848, -1.971, -0.662], [-0.892, 0.699, 1.758], [0.060, 0.050, -2.097], [0.792, 1.019, -1.335], [-0.114, -1.362, -0.129]], "mulliken_spin": [0.690, 0.002, 0.433, -0.014, -0.011, 0.325, 0.035, 0.025, 0.002, 0.011, -0.012, 0.161, 0.015, 0.339], "lumo_energy_ev": [-3.4, -8.8], "spin_multiplicity": 3, "homo_lumo_gap_ev": [8.85, 5.85], "total_charge": 1}



9.
{"formula": "C4H8NO", "method": "ωB97M-V/def2-TZVPD", "elements": ["H", "H", "C", "O", "H", "C", "H", "C", "N", "H", "H", "C", "H", "H"], "positions_angstrom": [[-2.244, 1.428, -0.512], [-0.475, -0.998, 0.882], [-2.003, 0.651, 0.089], [0.344, 0.599, -0.513], [3.174, -0.563, 0.349], [2.380, 0.127, 0.068], [2.230, 1.011, 0.785], [-0.721, 0.003, -0.455], [1.274, -0.474, -0.546], [2.789, 0.619, -0.848], [-1.799, 0.998, 1.137], [-0.626, -1.434, -0.231], [-1.569, -1.942, -0.360], [-2.754, -0.025, 0.152]], "mulliken_spin": [0.012, -0.010, 0.018, -0.017, 0.014, 0.036, 0.028, 0.086, 0.851, 0.095, 0.002, 0.816, 0.069, 0.000], "lumo_energy_ev": [-4.9, -6.9], "spin_multiplicity": 3, "homo_lumo_gap_ev": [9.26, 10.29], "total_charge": 1}



10.
{"formula": "C4H8NO2", "method": "ωB97M-V/def2-TZVPD", "elements": ["H", "H", "H", "H", "H", "H", "O", "H", "C", "C", "H", "O", "C", "N", "C"], "positions_angstrom": [[-0.272, 0.760, 2.397], [1.263, -0.087, 1.666], [-1.576, -0.184, -1.197], [0.510, -0.489, -2.656], [0.821, -1.613, -1.372], [0.185, 1.765, 0.307], [-1.223, 2.352, -1.109], [-0.352, -1.641, 0.707], [0.593, -0.542, -1.613], [-0.588, -0.035, -0.719], [1.520, 0.101, -1.344], [-0.042, -1.135, 2.864], [0.127, -0.179, 2.038], [-0.448, -0.589, 0.561], [-0.518, 1.518, -0.530]], "mulliken_charge": [0.162, 0.122, 0.207, 0.412, 0.290, 0.330, -0.558, 0.168, -1.240, 0.457, 0.217, -0.768, -0.385, -0.326, -0.088], "lumo_energy_ev": 3.8, "smiles": "C[C@H](C=O)NC[O-]", "homo_lumo_gap_ev": 6.54, "total_charge": -1}



11.
{"formula": "C4H8NO2", "method": "ωB97M-V/def2-TZVPD", "elements": ["H", "C", "N", "H", "H", "H", "C", "O", "H", "C", "H", "C", "H", "O", "H"], "positions_angstrom": [[-0.045, 0.283, 1.859], [-1.382, -0.790, -1.053], [-0.072, -0.385, -0.551], [-0.501, 1.735, -0.211], [1.699, 0.927, 1.466], [1.202, 1.285, -0.677], [0.925, -1.251, -0.230], [0.726, -2.480, -0.415], [-2.261, -1.193, -0.396], [0.536, 1.183, 1.346], [-1.122, -1.650, -1.714], [0.271, 0.920, -0.165], [1.536, -0.955, 0.666], [0.222, 2.371, 1.761], [-1.735, 0.000, -1.687]], "mulliken_charge": [0.105, -0.908, 0.232, 0.242, 0.006, 0.278, 0.093, -0.660, 0.233, -0.317, 0.319, -0.503, 0.294, -0.793, 0.378], "lumo_energy_ev": 3.8, "smiles": "CN(C=O)CC[O-]", "homo_lumo_gap_ev": 6.61, "total_charge": -1}



12.
{"formula": "C4H8NO2", "method": "ωB97M-V/def2-TZVPD", "elements": ["O", "H", "H", "O", "C", "C", "H", "H", "C", "N", "H", "H", "C", "H", "H"], "positions_angstrom": [[1.916, -0.647, -0.881], [-0.389, -1.422, -0.346], [1.938, 1.230, 1.706], [-3.080, -1.177, -0.219], [1.390, 0.474, -0.076], [2.361, 1.359, 0.783], [1.178, 0.253, -1.261], [2.403, 2.406, 0.481], [-0.798, -0.355, -0.308], [0.095, 0.710, 0.235], [-1.714, -0.763, 1.479], [-2.308, 0.707, 0.663], [-2.113, -0.393, 0.469], [3.473, 0.871, 0.606], [-0.971, -0.170, -1.384]], "mulliken_charge": [-0.534, 0.281, 0.298, -0.892, 0.528, -0.907, 0.306, 0.258, -0.342, -0.399, 0.126, 0.182, -0.466, 0.204, 0.357], "lumo_energy_ev": 3.3, "homo_lumo_gap_ev": 5.69, "total_charge": -1}



| no. | total energy (eV) |
| --- | --- |
| 1 | -14327.175 |
| 2 | -23114.074 |
| 3 | -7810.379 |
| 4 | -7810.136 |
| 5 | -7805.305 |
| 6 | -7804.459 |
| 7 | -7801.472 |
| 8 | -7801.473 |
| 9 | -7800.070 |
| 10 | -9860.897 |
| 11 | -9861.176 |
| 12 | -9857.945 |